(1)
Here is C17H12ClN3O2S2 in the gas phase at a distorted geometry from the Open Molecules 2025 dataset. Energies are from the ωB97M-V functional and the def2-TZVPD basis.

- orbital gap (eV) = 8.22
- spin multiplicity = 1
- largest force on an atom (hartree/bohr) = 0.0546
- structure (SMILES) = Nc1nc(-c2[nH]c3ccc(Cl)cc3c2S(=O)(=O)c2ccccc2)cs1
- molecular weight (g mol⁻¹) = 389.89

Element x y z (Å)
1 O -1.8806 0.8201 1.9848
2 O -2.6849 1.0933 -0.2206
3 Cl 1.6092 -4.3486 -1.6130
4 N 1.4779 3.9281 0.4566
5 S -0.5137 5.2105 1.5082
6 C 1.1563 5.0569 1.0311
7 C -0.7412 3.5592 1.0536
8 C 0.3890 3.0412 0.4869
9 C 0.6652 1.6881 -0.0327
10 C -0.0558 0.5176 -0.0590
11 C -2.5798 -4.2346 0.2726
12 C -2.9574 -3.3570 -0.7314
13 C -2.0176 -3.7063 1.4647
14 C 2.9325 -1.9844 -1.9081
15 C 0.7199 -1.8758 -0.9629
16 C 3.0844 -0.6032 -1.6069
17 C -2.7696 -1.9808 -0.6058
18 C -1.8109 -2.3348 1.5805
19 C 1.7378 -2.6227 -1.5292
20 C 0.8555 -0.4999 -0.6467
21 C 2.0692 0.0993 -0.9673
22 C -2.1812 -1.4663 0.5324
23 N 2.1257 6.0015 1.1305
24 N 1.9406 1.4292 -0.6033
25 S -1.7579 0.3175 0.5991
26 H -1.6612 3.0125 1.1521
27 H -2.6285 -5.3056 0.1577
28 H -3.3555 -3.7270 -1.6829
29 H -1.7017 -4.3852 2.2697
30 H 3.7160 -2.5866 -2.2839
31 H -0.1678 -2.4098 -0.7085
32 H 3.9955 -0.1033 -1.9612
33 H -3.0487 -1.2869 -1.3908
34 H -1.4150 -1.9081 2.5077
35 H 2.9142 5.9069 0.4978
36 H 1.8674 6.9286 1.4236
37 H 2.6729 2.1165 -0.5952

---

(2)
Here is a molecular structure, C17H12NO5OsS at a distorted geometry from the Open Molecules 2025 dataset. Energies are from the ωB97M-V functional and the def2-TZVPD basis.

- orbital gap (spin up / spin down) (eV) = 4.49 / 4.61
- net charge = +3
- spin multiplicity = 5
- largest force on an atom (hartree/bohr) = 0.1635
- molecular weight (g mol⁻¹) = 532.58
- ⟨S²⟩ = 6.055

Element x y z (Å)
1 O -0.0103 1.9257 -2.4069
2 C -0.0050 1.2066 -1.4926
3 Os -0.0037 -0.0514 -0.0053
4 O -0.0121 2.3514 1.9910
5 C -0.0061 1.4488 1.2493
6 C 0.0061 -1.6565 -1.3603
7 O -0.0825 -2.8354 -1.0656
8 C 1.9261 -0.2021 -0.1408
9 O 3.0997 -0.2761 -0.2654
10 C -1.9231 -0.2170 -0.1441
11 O -3.0957 -0.3066 -0.2594
12 H 0.1037 -1.3324 -2.4599
13 N -0.0418 -1.3293 1.5914
14 S 1.1329 -1.2911 2.7691
15 C 0.3509 -0.0305 3.8353
16 C -0.9921 -0.0813 4.0809
17 C -1.5654 0.8748 4.9282
18 C -0.7689 1.8534 5.5053
19 C 0.5893 1.8738 5.2426
20 C 1.1603 0.9300 4.4051
21 C 0.7098 -2.7146 3.7796
22 C 1.1112 -2.6601 5.1090
23 C 0.7861 -3.6979 5.9767
24 C 0.0658 -4.8005 5.5087
25 C -0.3200 -4.8472 4.1787
26 C 0.0065 -3.8030 3.3004
27 H -0.8516 -1.8434 1.8013
28 H -1.6575 -0.8502 3.6451
29 H -2.6549 0.8525 5.1355
30 H -1.2195 2.6118 6.1694
31 H 1.2309 2.6527 5.6978
32 H 2.2415 0.9491 4.1891
33 H 1.6718 -1.8001 5.4920
34 H 1.1047 -3.6530 7.0286
35 H -0.1840 -5.6185 6.1967
36 H -0.8834 -5.7220 3.8051
37 H -0.3088 -3.8844 2.2484

---

(3)
Here is a molecular structure, C17H13I2N5OSTi from the Open Molecules 2025 dataset. Energies are from the ωB97M-V functional and the def2-TZVPD basis.

- orbital gap (spin up / spin down) (eV) = 6.56 / 6.63
- net charge = +1
- spin multiplicity = 2
- largest force on an atom (hartree/bohr) = 0.0178
- molecular weight (g mol⁻¹) = 637.07
- ⟨S²⟩ = 0.759

Element x y z (Å)
1 Ti -0.8320 -0.6491 -0.1978
2 C -3.3673 2.7252 0.7984
3 C -2.2571 1.8370 0.3628
4 N -2.2415 0.5667 0.5084
5 N -3.2672 -0.1889 1.0140
6 C -3.5634 -1.1437 0.1466
7 N -4.5129 -2.0175 0.4842
8 S -2.8014 -1.3011 -1.4370
9 C -1.1191 2.3220 -0.4510
10 C -0.8783 3.6632 -0.6884
11 C 0.1415 4.0237 -1.5583
12 C 0.8911 3.0336 -2.1691
13 C 0.6059 1.7127 -1.8706
14 N -0.3704 1.3557 -1.0374
15 H -4.1228 2.1396 1.3143
16 H -3.8176 3.2140 -0.0677
17 H -2.9996 3.5025 1.4704
18 H -4.9394 -1.9638 1.3943
19 H -4.7667 -2.7560 -0.1461
20 H -1.4882 4.4149 -0.2082
21 H 0.3409 5.0674 -1.7599
22 H 1.6831 3.2700 -2.8645
23 H 1.1783 0.9079 -2.3166
24 I -0.1715 -5.5570 0.1858
25 C 1.2163 -4.0257 0.3303
26 C 2.5977 -4.3138 0.2952
27 C 3.5403 -3.3300 0.4061
28 I 5.5569 -3.8552 0.3639
29 C 3.1377 -1.9756 0.5457
30 C 3.9987 -0.8699 0.7013
31 C 3.4818 0.3931 0.8273
32 C 2.0960 0.5765 0.7580
33 N 1.2528 -0.4261 0.6133
34 C 1.7544 -1.6986 0.5520
35 C 0.7782 -2.7321 0.4741
36 O -0.5025 -2.3656 0.5265
37 H 2.9047 -5.3447 0.1853
38 H 5.0683 -1.0308 0.7276
39 H 4.1260 1.2493 0.9661
40 H 1.6681 1.5703 0.8205